Here is a structure of composition C31H33As2Cl3N3O9Pd from the Open Molecules 2025 dataset. Energies are from ωB97M-V with the def2-TZVPD basis set.

Calculated values
* HOMO energy (spin up / spin down): -10.3 / -10.9 eV
* relative energy (zero: lowest compared OMol25 entry of this formula, charge and spin): 0.00 kcal per mole
* expectation value of S²: 2.142
* largest force on an atom: 0.0176 hartree/bohr
* DFT total energy: -8022.2513 Eh
* 2S+1: 3
* charge: +1

Structure (XYZ):
```
82
Properties=species:S:1:pos:R:3:forces:R:3
Pd -0.309312 0.386650 0.794569 -0.09 0.36 0.83
Cl 5.215385 5.094048 -0.586114 0.00 0.01 0.01
C 3.682766 4.368907 -0.421806 0.00 -0.11 -0.03
C 3.547818 3.002645 -0.728094 -0.03 0.06 0.03
C 2.331924 2.412315 -0.586070 -0.02 0.03 -0.03
Cl 2.141290 0.744403 -0.968105 -0.09 0.08 0.01
C 1.154879 3.142175 -0.129420 0.08 0.00 -0.08
O 0.039305 2.619244 0.021853 0.19 -0.19 0.04
C 1.371560 4.563229 0.128003 -0.04 -0.10 -0.02
Cl 0.011468 5.475659 0.597795 -0.02 0.04 0.05
C 2.598926 5.147278 -0.002575 0.01 0.01 0.01
H 4.408291 2.442562 -1.063113 0.00 -0.02 0.00
H 2.744216 6.197822 0.203957 -0.05 0.00 0.01
N -2.088402 -2.181730 -0.079112 -0.11 -0.03 0.09
C -2.724103 -1.064070 -0.502822 -0.07 -0.05 -0.16
C -4.037119 -1.125645 -1.007363 0.05 0.08 -0.01
C -4.637119 0.025660 -1.439714 -0.06 0.04 -0.03
C -3.946439 1.239691 -1.370634 0.06 -0.04 0.01
C -2.679960 1.223907 -0.850246 0.04 0.05 0.08
N -2.068927 0.102865 -0.414340 0.04 -0.12 -0.12
H -2.469316 -3.077110 -0.328378 -0.03 -0.01 0.01
H -1.088307 -2.135030 0.057413 0.13 0.02 0.02
H -4.547112 -2.077412 -1.051980 0.01 -0.03 0.01
H -5.643407 -0.009549 -1.835528 -0.01 0.01 -0.01
H -4.383085 2.166842 -1.707650 -0.02 0.01 0.00
H -2.100885 2.131707 -0.748095 -0.02 0.01 -0.01
C 4.087613 -0.866896 1.862840 -0.03 -0.03 -0.04
O 2.687583 -0.655436 2.129743 0.02 0.05 -0.01
C 2.327193 0.628064 2.280834 -0.18 -0.07 0.13
O 3.094738 1.551088 2.170646 0.07 0.00 0.00
C 0.860542 0.825641 2.501921 -0.13 -0.46 -0.49
C 0.483978 1.985620 3.185323 -0.12 0.24 0.16
As 1.147176 2.395958 5.003778 -0.12 0.06 -0.29
C 2.638209 1.154404 5.225844 -0.03 -0.01 0.04
C -0.260379 1.094832 5.593202 0.11 -0.08 -0.11
C -0.810207 0.069296 4.946401 -0.05 0.09 -0.18
As -0.406349 -0.661238 3.129456 0.23 0.14 -0.14
C 0.777204 -2.070117 3.787763 -0.11 -0.01 -0.02
C -1.764856 -0.896750 5.610951 0.07 -0.10 -0.01
O -1.357229 -1.784272 6.308974 -0.01 -0.01 -0.05
O -3.053869 -0.815664 5.277890 0.00 0.06 0.12
C -3.540623 0.356348 4.600367 -0.02 -0.17 -0.04
C -0.522599 1.313060 7.044844 -0.14 0.01 0.09
O 0.343985 1.717144 7.778252 -0.04 -0.03 0.03
O -1.771058 1.027722 7.409338 0.06 0.08 0.07
C -2.032905 1.084260 8.829423 0.01 -0.05 -0.09
C -0.898333 2.519762 2.996715 0.40 0.02 0.08
O -1.816401 1.944340 2.454047 -0.03 0.10 -0.13
O -1.000734 3.729458 3.538820 -0.26 0.02 0.10
C -2.314358 4.319684 3.500525 0.11 0.06 -0.03
H 4.212602 -1.944163 1.800608 0.01 0.02 0.00
H 4.691820 -0.457681 2.669599 -0.01 0.01 -0.01
H 4.360876 -0.391966 0.921964 0.02 0.00 0.02
H 3.542749 1.595701 4.815660 0.04 0.00 0.01
H 2.457771 0.175784 4.788627 0.01 -0.01 -0.02
H 2.733423 1.043439 6.306368 0.06 0.00 -0.02
H 1.619924 -1.664297 4.336384 0.00 -0.01 0.01
H 1.121346 -2.676520 2.956903 0.02 -0.03 0.02
H 0.160701 -2.663684 4.462932 0.04 -0.05 0.00
H -4.622071 0.263279 4.620839 0.00 0.01 -0.03
H -3.185958 0.384900 3.569239 -0.05 0.03 0.08
H -3.240451 1.255774 5.133627 0.02 0.04 0.02
H -3.104549 0.949138 8.929776 0.02 0.00 0.02
H -1.714449 2.042948 9.230308 -0.01 0.00 0.00
H -1.494514 0.277634 9.322897 -0.01 0.02 0.02
H -2.263535 5.177355 4.163505 -0.02 -0.01 -0.02
H -3.058612 3.602508 3.839437 0.00 0.03 0.01
H -2.547497 4.633832 2.484339 -0.01 -0.03 0.00
N 0.921454 -2.369349 0.032721 0.14 -0.07 -0.14
C 0.697959 -3.782143 -0.073017 0.00 0.00 0.07
C 1.083510 -4.486585 -1.207174 0.00 0.04 0.02
C 0.799776 -5.838535 -1.317455 -0.02 -0.06 0.00
C 0.144420 -6.504393 -0.291068 0.01 0.01 -0.03
C -0.238865 -5.803252 0.841806 0.00 0.05 0.03
C 0.020644 -4.443845 0.946287 0.03 -0.03 -0.04
H 1.256164 -2.011884 -0.853775 0.03 0.04 -0.01
H 1.611100 -2.127934 0.736327 -0.08 0.00 0.10
H 1.615343 -3.975743 -2.001450 -0.01 0.01 -0.02
H 1.100388 -6.375605 -2.207011 0.01 -0.01 0.00
H -0.071835 -7.560060 -0.375320 0.01 -0.02 -0.01
H -0.754638 -6.309574 1.647069 -0.01 -0.01 -0.01
H -0.325350 -3.891548 1.810221 0.00 0.02 0.03
```
Forces are in eV/Å.

---

Here is a structure of composition C19H29BeN2S3Si2 from the Open Molecules 2025 dataset. Energies are from ωB97M-V with the def2-TZVPD basis set.

Calculated values
* HOMO energy: -4.0 eV
* largest force on an atom: 0.0178 hartree/bohr
* DFT total energy: -2639.4724 Eh
* charge: -1

Structure (XYZ):
```
56
Properties=species:S:1:pos:R:3:forces:R:3
Be -1.127178 0.059074 -0.605030 0.17 -0.90 0.10
C 1.621384 -2.274913 -2.222845 -0.01 0.25 -0.11
Si 1.337734 -0.402018 -2.270359 0.17 -0.09 0.08
C 3.013030 0.364624 -2.773098 -0.14 -0.06 -0.03
C 0.229493 -0.001738 -3.731852 0.01 0.08 0.06
C 0.743239 0.273364 -0.613030 -0.31 -0.09 -0.31
C 0.749162 1.753963 -0.612157 0.12 0.15 -0.01
C 1.879642 2.583914 -0.518611 0.01 0.10 -0.04
C 1.734933 3.957059 -0.576673 0.02 -0.08 -0.01
C 0.467023 4.508628 -0.730611 -0.04 -0.05 0.00
C -0.605354 3.634314 -0.790570 0.16 0.14 0.06
N -0.470615 2.314123 -0.712847 -0.02 0.21 -0.01
Si 1.611421 -0.477675 0.847794 0.18 0.19 0.04
C 3.503040 -0.672159 0.661101 -0.21 -0.03 0.05
C 1.481603 0.693956 2.344800 0.00 -0.09 0.01
C 0.960554 -2.163396 1.370072 -0.05 0.07 -0.05
H 1.994388 -2.597956 -3.200479 0.00 0.04 0.01
H 0.695512 -2.812678 -2.023408 -0.04 0.01 0.04
H 2.365302 -2.564220 -1.481243 0.05 -0.03 0.07
H 3.297138 -0.030047 -3.754314 0.00 -0.02 0.03
H 3.823271 0.139460 -2.076529 -0.02 0.01 0.03
H 2.941325 1.451223 -2.876980 -0.01 -0.03 0.03
H 0.689340 -0.399793 -4.642177 0.01 -0.01 0.02
H 0.131101 1.081190 -3.857681 -0.01 -0.02 0.02
H -0.777135 -0.406590 -3.634933 0.02 -0.05 0.03
H 2.860657 2.135727 -0.420271 -0.03 0.01 -0.01
H 2.608141 4.596255 -0.514593 -0.01 0.01 0.00
H 0.315613 5.577725 -0.795801 0.00 -0.01 0.00
H -1.620926 4.005509 -0.898467 0.02 -0.02 0.00
H 3.996743 0.274401 0.427057 -0.04 0.02 0.00
H 3.750110 -1.376117 -0.133516 0.04 -0.03 -0.05
H 3.945488 -1.050570 1.588398 -0.06 -0.01 0.00
H 1.998040 1.638444 2.156604 -0.01 -0.02 -0.04
H 1.972611 0.219021 3.200195 -0.03 0.01 0.01
H 0.463223 0.940953 2.657567 0.12 -0.01 0.04
H 1.170885 -2.920025 0.612702 0.03 -0.01 -0.03
H -0.120720 -2.180100 1.530651 0.06 0.08 -0.01
H 1.452234 -2.467917 2.299636 0.01 -0.01 -0.02
S -4.418271 -2.096783 -2.232027 -0.30 -0.23 -0.14
C -3.061277 -1.325637 -1.710042 0.09 0.21 0.13
S -2.803181 0.394956 -1.865371 0.11 0.21 -0.11
S -1.733560 -2.052146 -0.878599 0.10 0.02 0.11
N -1.812894 0.572246 1.051579 -0.11 0.08 0.24
C -2.584250 -0.329360 1.865341 -0.02 -0.02 -0.02
C -2.051261 -0.851759 3.035305 0.05 0.05 -0.05
C -2.785532 -1.756749 3.788950 0.00 -0.01 0.01
C -4.052222 -2.139869 3.378970 -0.02 -0.04 0.04
C -4.581377 -1.610872 2.209881 0.00 0.04 -0.05
C -3.855980 -0.707092 1.452083 -0.01 0.02 0.01
H -1.079022 1.013888 1.599852 -0.12 -0.05 -0.15
H -2.410083 1.306243 0.679651 0.04 0.00 0.00
H -1.053859 -0.567578 3.349744 0.00 0.00 0.00
H -2.357894 -2.165926 4.696094 0.00 0.00 -0.01
H -4.622230 -2.853973 3.960483 0.02 0.01 0.00
H -5.560996 -1.916552 1.865599 0.01 0.00 0.00
H -4.257538 -0.318068 0.523985 0.01 -0.01 -0.01
```
Forces are in eV/Å.

---

Here is the molecule C5H4INO2S in a non-equilibrium geometry from the Open Molecules 2025 dataset. Energies are from ωB97M-V with the def2-TZVPD basis set.

Calculated values
* HOMO energy (spin up / spin down): -5.4 / -9.6 eV
* expectation value of S²: 2.017
* largest force on an atom: 0.1154 hartree/bohr
* DFT total energy: -1093.8085 Eh
* 2S+1: 3
* charge: 0

Structure (XYZ):
```
14
Properties=species:S:1:pos:R:3:forces:R:3
C 0.259799 1.397275 -0.473039 0.71 2.32 -0.20
C -0.920062 1.980437 -0.689030 -1.80 1.26 -2.00
C 0.137580 0.280504 0.280658 -2.47 -0.17 0.67
C -1.166174 -0.061878 0.510515 -0.22 -1.12 1.50
C 1.046998 -0.689472 0.567548 4.01 -4.18 -1.28
N 2.173334 -0.784263 -0.239514 0.34 0.19 -0.08
O 0.829098 -1.703001 1.251743 0.52 0.86 0.49
O -3.237869 -2.418945 0.602975 -3.13 -1.76 -1.85
S -2.217647 1.046740 -0.171470 -1.28 -0.34 0.50
I -1.703746 -1.843641 1.475269 1.53 2.25 1.50
H 1.148802 1.938430 -0.600744 1.31 0.34 -0.66
H -1.242761 2.768989 -1.369766 0.74 0.22 0.46
H 2.320016 -0.166159 -1.104739 -0.16 -1.79 2.06
H 2.572635 -1.745014 -0.040405 -0.09 1.92 -1.12
```
Forces are in eV/Å.